1.
Molecular formula: C10H11ClN2OS
Method: DFT, the ωB97M-V functional and the def2-TZVPD basis

Properties
HOMO level (alpha / beta)	-7.14 / -8.11	eV
ΔE to the lowest compared entry with this formula, charge and spin	97.0	kcal per mole
Kohn-Sham gap (alpha / beta)	0.2282 / 0.2722	hartree

```
! wB97M-V def2-TZVPD RIJCOSX def2/J DEFGRID3
* xyz 0 1
C -2.76406 -1.50818 -2.79285
C -1.42424 -1.14698 -2.71080
C -3.68326 -0.88913 -1.91334
C -1.04696 -0.14617 -1.87508
C -3.30016 -0.03599 -0.86223
C -1.91834 0.39721 -0.93149
C -1.36588 1.41445 -0.05609
C 1.21522 0.77279 1.34415
C 2.64678 0.44264 1.22908
C 0.90389 1.58998 2.60698
N -0.16791 1.91552 -0.28050
N 0.90449 1.80736 0.21222
O 0.39122 -1.43128 0.05974
S 0.02160 -0.67132 1.29941
Cl -2.43031 2.38376 0.82330
H -3.12009 -2.35722 -3.38566
H -0.80990 -1.72167 -3.42747
H -4.77600 -1.31693 -1.90586
H 0.11077 0.16392 -1.90982
H -4.03849 0.38636 -0.13991
H 2.74554 -0.34337 0.60277
H 3.00928 0.17225 2.11014
H 3.35455 1.24411 0.77910
H -0.10171 1.93734 2.50553
H 1.58295 2.43654 2.42057
H 1.09492 1.09787 3.44322
*
```

2.
Molecular formula: C10H11ClNS
Method: DFT, the ωB97M-V functional and the def2-TZVPD basis

Properties
HOMO level (alpha / beta)	-13.64 / -13.64	eV
ΔE to the lowest compared entry with this formula, charge and spin	60.2	kcal per mole
Kohn-Sham gap (alpha / beta)	0.2648 / 0.2648	hartree

```
! wB97M-V def2-TZVPD RIJCOSX def2/J DEFGRID3
* xyz 1 1
C -2.25301 3.50621 0.22078
C -1.09600 2.57506 0.52686
C -0.14899 3.15802 1.47394
C -1.99828 4.64694 0.87856
C -0.76978 1.34490 -0.10642
C 0.43930 0.69625 0.45494
C 1.19951 2.43036 1.81512
C -0.91130 -1.58108 0.27767
C 0.69000 -0.83916 -1.63948
C 0.42761 -0.92052 -0.11099
N 1.37138 1.06579 1.33403
S -0.51999 4.73360 1.81304
Cl -3.21267 5.79239 1.18315
H -3.07770 3.17182 -0.37173
H -1.24119 0.78115 -0.99093
H 2.02458 3.19233 1.53432
H 1.42039 2.45326 2.88309
H -1.81447 -1.10742 -0.13367
H -0.77127 -1.46050 1.38460
H -0.94288 -2.55941 -0.06115
H 0.45931 0.20212 -1.83115
H -0.18236 -1.26381 -2.12205
H 1.58300 -1.28060 -1.94668
H 1.23993 -1.37827 0.55156
*
```